# C16H20CuN5

A molecular structure, C16H20CuN5 (ωB97M-V with the def2-TZVPD basis set, the Open Molecules 2025 dataset).

Structure (XYZ):
```
42
Properties=species:S:1:pos:R:3:forces:R:3
Cu 0.3168 0.1986 0.7392 0.3 -0.3 0.0
C -1.7164 -3.6384 -0.5580 0.0 0.0 0.0
C -0.7142 -4.1587 -1.3662 0.1 0.1 0.0
C 0.5156 -3.5332 -1.4042 0.0 0.0 0.0
C 0.7464 -2.3794 -0.6426 -0.2 -0.1 0.0
N -0.2369 -1.8912 0.1343 -0.1 0.1 0.0
C -1.4162 -2.5034 0.1715 0.0 -0.2 0.0
C 2.0230 -1.6320 -0.6528 0.2 0.3 0.1
C 3.1510 -2.1520 -1.2961 -0.1 -0.1 0.0
C 4.3418 -1.4503 -1.3062 0.0 0.0 -0.1
C 4.4081 -0.2189 -0.6663 0.0 0.0 0.0
C 3.2853 0.2891 -0.0298 0.0 0.0 0.0
C 2.0504 -0.3778 0.0034 0.1 0.0 0.0
H -2.6942 -4.0964 -0.4992 0.0 0.0 0.0
H -0.8908 -5.0433 -1.9649 0.0 0.0 0.0
H 1.2965 -3.9307 -2.0352 0.0 0.0 0.0
H -2.1626 -2.0649 0.8270 0.0 0.0 0.0
H 3.1203 -3.1183 -1.7865 0.0 0.0 0.0
H 5.2082 -1.8584 -1.8116 0.0 0.0 0.0
H 5.3401 0.3363 -0.6653 0.0 0.0 0.0
H 3.3743 1.2502 0.4692 0.0 0.0 0.0
N -1.3920 -0.1078 3.4695 0.0 0.1 0.0
N -0.0754 -0.0201 2.9259 0.1 -0.1 0.0
H -1.4033 -0.6469 4.3270 0.0 -0.1 0.0
H -1.9710 -0.5828 2.7921 0.0 0.0 -0.1
H 0.4547 -0.8807 3.0108 0.0 0.0 0.1
H 0.4176 0.7121 3.4147 0.0 0.1 0.0
C -0.8399 5.2495 -0.5335 0.1 -0.1 0.0
C -1.2084 3.8175 -0.3506 0.0 -0.1 0.0
C -2.3307 3.1058 -0.7051 -0.1 0.0 0.0
C -2.0951 1.7787 -0.2921 -0.1 0.2 0.0
N -0.9044 1.6848 0.2788 -0.3 0.1 -0.2
N -0.3816 2.9229 0.2283 -0.1 0.2 0.0
C -3.0043 0.6071 -0.4394 0.2 0.0 0.1
H -1.6735 5.7942 -0.9696 0.0 0.0 0.0
H 0.0177 5.3441 -1.2015 0.0 0.0 0.0
H -0.5846 5.7152 0.4195 0.0 0.0 0.0
H -3.2147 3.4811 -1.1933 0.0 0.0 0.0
H 0.5481 3.0710 0.5790 0.1 -0.1 0.0
H -3.9123 0.9050 -0.9588 0.0 0.0 0.0
H -3.2755 0.2125 0.5414 0.0 0.0 0.0
H -2.5179 -0.1902 -1.0025 0.0 0.0 0.0
```
Forces are in eV/Å.

Calculated values
DFT total energy = -2535.90807 a.u.
Energy above the lowest of the compared OMol25 structures with the same formula, charge and spin = 43.3 kJ/mol
Molar mass = 345.9 g mol⁻¹
HOMO level = -6.54 eV
LUMO level = 0.7 eV

***

# C39H40BrClN11NaO6PS2

A molecular structure, C39H40BrClN11NaO6PS2 in a non-equilibrium geometry (ωB97M-V with the def2-TZVPD basis set, the Open Molecules 2025 dataset).

Structure (XYZ):
```
102
Properties=species:S:1:pos:R:3:forces:R:3
Na -0.1233 -0.1739 0.6967 0.1 -0.2 -0.3
Br -1.1322 -7.1568 -2.6731 0.0 0.0 0.0
C -1.1978 -5.4359 -1.8531 0.0 0.0 -0.1
C -1.7764 -5.3001 -0.5781 -0.1 -0.1 0.0
C -1.8046 -4.0861 0.0364 0.0 0.1 0.0
C -1.2637 -2.8906 -0.5691 0.2 -0.3 -0.1
O -1.2490 -1.8037 0.0330 -0.4 -0.5 0.2
C -0.7118 -3.0716 -1.8945 0.8 -0.3 0.5
C -0.1805 -1.9824 -2.6603 0.6 -0.1 0.1
N -0.2779 -0.7447 -2.3399 0.9 -0.3 0.0
C 0.2313 0.2519 -3.1681 0.0 0.1 -0.1
C 0.7879 0.0805 -4.4150 0.0 0.0 0.0
C 1.2503 1.1709 -5.1745 0.0 0.0 0.0
C 1.1310 2.4470 -4.7110 0.0 0.0 0.1
C 0.5299 2.6784 -3.4518 0.0 0.1 -0.1
C 0.3141 3.9811 -2.9443 0.0 0.0 0.0
C -0.3126 4.1363 -1.7474 0.0 0.0 0.0
C -0.7011 2.9753 -1.0376 0.0 0.2 0.0
N -0.5052 1.7626 -1.4635 0.0 -0.1 0.1
C 0.0883 1.5914 -2.6703 0.0 -0.1 -0.1
C -0.6769 -4.3454 -2.4886 0.1 -0.1 0.1
H -2.1941 -6.1718 -0.0891 0.0 0.0 0.0
H -2.2381 -3.9709 1.0200 0.0 0.0 0.1
H 0.3296 -2.3000 -3.5892 -0.2 0.0 0.1
H 0.8641 -0.9097 -4.8386 0.0 -0.1 -0.1
H 1.6895 0.9865 -6.1445 0.0 0.0 -0.1
H 1.4729 3.2896 -5.2962 0.0 0.1 0.0
H 0.6436 4.8362 -3.5238 0.0 0.0 0.0
H -0.5078 5.1150 -1.3300 0.0 0.0 0.0
H -1.1854 3.0695 -0.0734 0.0 0.0 0.1
H -0.2340 -4.4514 -3.4727 0.0 0.0 -0.1
N -0.8201 0.0400 4.2878 -0.1 0.0 0.5
C -0.4531 -1.2355 3.9855 -0.3 0.4 0.4
N 0.1887 -1.5299 2.9135 0.3 -0.2 -0.6
C 0.4481 -2.8774 2.8438 0.0 -0.2 0.0
C 0.0133 -3.6112 3.8987 0.0 0.1 -0.1
S -0.7821 -2.5834 5.0372 0.0 -0.1 0.0
C 1.1527 -3.3860 1.6587 0.0 0.0 0.1
C 1.4365 -4.6779 1.3607 0.0 0.1 -0.1
S 2.2449 -4.7647 -0.1612 0.0 0.0 0.0
C 2.1366 -3.0371 -0.2736 -0.1 -0.1 0.0
N 1.5547 -2.4665 0.7218 0.0 0.1 0.1
N 2.6796 -2.3205 -1.3116 0.2 0.1 -0.2
H -0.9409 0.6229 3.4542 0.0 0.1 -0.1
H -1.5648 0.1369 4.9605 0.0 0.0 0.0
H 0.1018 -4.6664 4.0648 0.0 -0.2 0.0
H 1.1791 -5.5665 1.9009 0.0 -0.2 0.1
H 2.6363 -2.7751 -2.2113 0.0 0.0 0.0
H 2.2896 -1.3851 -1.3267 0.0 0.1 0.0
O -4.4001 4.2217 1.9830 -0.2 0.2 -0.3
C -4.9419 3.7792 0.8579 0.2 0.1 0.1
O -5.7772 4.4090 0.2529 -0.2 0.1 0.0
C -4.4465 2.4675 0.3734 -0.3 -0.2 -0.4
C -4.9385 1.7561 -0.7136 0.1 0.1 0.0
Cl -6.1421 2.1651 -1.8476 -0.1 0.1 0.0
N -4.2057 0.6237 -0.8342 -0.1 0.2 0.3
N -3.2585 0.5679 0.1058 0.2 -0.1 0.0
C -3.3818 1.6555 0.8299 -0.4 0.1 -0.1
C -2.4008 1.8306 1.9399 -0.8 0.4 -0.1
O -2.6918 2.6171 2.8808 0.4 -0.2 -0.1
O -1.3775 1.1561 1.7989 0.9 0.1 0.8
C -4.2613 -0.4633 -1.7492 0.1 -0.3 -0.2
C -5.4686 -1.0066 -2.1547 -0.1 0.1 0.0
C -5.4568 -2.0906 -3.0187 0.0 -0.1 0.0
C -4.2540 -2.6350 -3.4454 -0.1 0.0 0.1
C -3.0529 -2.1004 -2.9997 -0.5 0.2 -0.5
C -3.0461 -1.0075 -2.1497 -0.6 0.2 0.1
H -3.6967 3.5786 2.3390 -0.1 0.0 0.3
H -6.4010 -0.5968 -1.7960 0.0 0.0 0.0
H -6.3938 -2.5201 -3.3437 -0.1 0.0 0.0
H -4.2518 -3.4905 -4.1065 0.0 -0.1 -0.1
H -2.1128 -2.5434 -3.2975 -0.8 0.2 -0.3
H -2.1218 -0.6056 -1.7543 -0.3 0.1 -0.1
C 3.3666 -0.7936 2.8192 -0.1 -0.2 -0.1
N 2.9545 0.5949 2.9207 0.1 0.1 -0.2
C 3.4828 1.2387 4.1045 0.1 0.0 0.1
P 2.6995 1.3823 1.4816 0.2 0.3 0.0
O 1.9184 0.5783 0.5163 0.3 0.1 0.0
N 4.1378 1.8061 0.7378 -0.2 0.0 0.1
C 5.1467 2.5455 1.4573 0.1 0.1 0.1
C 4.6718 0.9864 -0.3276 0.0 -0.1 -0.1
N 2.1170 2.8437 1.9866 -0.1 -0.2 -0.1
C 2.0486 3.9216 1.0185 0.1 0.2 -0.1
C 1.0440 2.9125 2.9720 0.0 0.0 0.2
H 2.9713 -1.3568 3.6671 0.0 0.0 0.0
H 4.4613 -0.8772 2.8237 0.0 0.0 0.0
H 2.9644 -1.2345 1.9085 0.0 0.0 0.1
H 2.9877 0.8298 4.9903 0.0 0.0 0.0
H 3.3155 2.3117 4.0816 0.0 0.0 0.0
H 4.5613 1.0561 4.2039 0.0 0.0 0.0
H 4.6890 3.1525 2.2350 0.0 0.0 0.0
H 5.6762 3.2129 0.7710 0.0 0.0 0.0
H 5.8910 1.8837 1.9201 0.0 0.0 0.0
H 3.8667 0.4415 -0.8088 0.0 0.0 0.0
H 5.4079 0.2641 0.0456 0.0 0.0 0.0
H 5.1643 1.6191 -1.0710 0.0 0.0 0.0
H 2.5217 3.6379 0.0799 0.0 0.0 0.0
H 2.5483 4.8152 1.4065 0.0 0.1 0.0
H 1.0052 4.1720 0.8155 0.0 0.0 0.0
H 1.0132 2.0070 3.5728 0.0 0.0 0.0
H 0.0700 3.0195 2.4952 0.0 0.0 0.0
H 1.2158 3.7669 3.6333 0.0 0.0 0.0
```
Forces are in eV/Å.

Calculated values
DFT total energy = -6898.49056 a.u.
Energy above the lowest of the compared OMol25 structures with the same formula, charge and spin = 47.8 kJ/mol
Molar mass = 992.3 g mol⁻¹
Charge = -1
HOMO level = -4.48 eV
LUMO level = 1.9 eV

***

# C8H28AgN14O10

A molecular structure, C8H28AgN14O10 in a non-equilibrium geometry (ωB97M-V with the def2-TZVPD basis set, the Open Molecules 2025 dataset).

Structure (XYZ):
```
61
Properties=species:S:1:pos:R:3:forces:R:3
Ag 1.0432 -0.0838 5.0589 -0.2 -0.2 -0.9
C 0.7645 0.4027 1.0002 -0.7 1.1 -1.2
O 0.5993 0.5378 -0.2282 0.3 -0.1 -0.6
O 0.3542 -0.5636 1.6404 -0.8 -2.8 1.5
O 1.2486 1.3174 1.7003 1.3 1.8 1.1
C -0.1552 -5.3156 5.3331 -0.4 3.3 -3.2
O -0.1301 -4.1079 5.4848 0.4 1.5 1.2
N -0.0278 -6.2317 6.2146 0.4 -3.3 3.6
N -0.3249 -5.7801 4.0910 -0.3 -1.5 -1.8
H -0.1654 -7.1866 5.9155 0.2 0.2 0.6
H 0.1822 -6.0254 7.1807 -0.2 0.0 -0.3
H -0.4009 -6.7791 3.9636 0.0 0.4 -0.6
H -0.3913 -5.1566 3.2992 -0.1 -0.2 0.4
C 2.6288 -4.1658 -2.0128 1.3 -0.6 -0.1
O 3.2882 -5.0125 -2.5615 0.4 -0.9 -0.7
N 1.9797 -4.3014 -0.8671 -1.6 -0.4 2.0
N 2.5532 -2.8926 -2.3996 0.1 1.9 -1.5
H 1.6226 -3.4098 -0.5545 -0.2 -0.9 1.0
H 2.0461 -5.1262 -0.2881 -0.1 0.4 -0.3
H 1.9310 -2.2747 -1.8984 0.6 0.4 -0.6
H 3.2204 -2.6008 -3.0995 -0.5 0.3 0.1
C -0.3356 2.4256 -5.4976 -0.7 1.2 -2.1
O -0.6046 2.8143 -6.6051 -0.1 0.2 -2.0
N 0.0247 1.2120 -5.1853 1.2 -3.9 0.9
N -0.4001 3.2278 -4.4681 -0.1 1.7 3.1
H 0.1903 0.9749 -4.2176 0.1 -0.2 -0.4
H 0.2529 0.5250 -5.8897 -0.2 0.3 0.1
H -0.6828 4.1866 -4.6129 0.0 -0.4 0.3
H -0.3165 2.7735 -3.5699 -0.1 1.0 0.2
C -0.4012 6.1599 1.6221 -1.8 2.5 1.6
O -1.0430 7.1887 1.8180 0.6 -0.1 0.0
N 0.5037 5.6481 2.4512 2.1 -0.4 1.8
N -0.6490 5.3336 0.6460 -0.6 -2.1 -3.1
H 0.8976 6.2069 3.1947 -0.1 -0.1 -0.3
H 0.9426 4.7733 2.2016 0.1 0.3 0.4
H -1.4398 5.4994 0.0400 0.4 0.0 0.0
H 0.0528 4.6323 0.4567 -0.7 -0.1 -0.5
C -5.1941 2.4360 0.0066 -4.8 1.8 -3.2
O -6.3569 2.8562 0.1392 1.1 -0.3 0.9
N -4.3988 1.9748 0.8662 2.5 -1.7 7.1
N -4.6787 2.2987 -1.1801 1.3 0.4 -5.3
H -4.8031 2.0506 1.7887 0.6 -0.2 0.3
H -3.4088 1.7936 0.7820 -0.5 0.1 -0.2
H -5.1925 2.6479 -1.9764 0.1 0.0 0.3
H -3.7145 2.0579 -1.3603 -0.3 0.0 0.2
C -3.5750 -3.0464 -0.9502 -1.6 -1.0 -3.5
O -4.4700 -3.6050 -1.5717 -0.1 -0.1 0.0
N -3.5167 -2.9265 0.3144 -1.0 0.1 6.6
N -2.5355 -2.4800 -1.5063 2.9 1.4 -3.1
H -2.8253 -2.3515 0.7741 -0.3 -0.2 -0.1
H -4.3756 -3.1130 0.8121 0.3 0.0 0.1
H -2.4789 -2.5236 -2.5138 0.2 0.1 0.3
H -1.8245 -1.9800 -0.9919 -0.2 -0.1 -0.3
C 6.0674 1.9030 -0.4654 3.2 -0.2 -1.7
O 7.2298 1.8748 -0.7458 3.0 -0.4 -1.1
N 5.6579 2.2209 0.6850 -3.0 1.5 5.9
N 5.1099 1.6528 -1.2960 -3.4 -1.3 -3.8
H 6.2777 2.4105 1.4596 -0.3 -0.1 -0.4
H 4.6568 2.1131 0.7641 0.3 0.3 1.3
H 4.1383 1.7131 -1.0271 0.2 -0.2 -0.3
H 5.3530 1.1965 -2.1637 -0.2 0.3 0.2
```
Forces are in eV/Å.

Calculated values
DFT total energy = -1987.58457 a.u.
2S+1 = 2
Molar mass = 588.3 g mol⁻¹
⟨S²⟩ = 0.7675
HOMO level (alpha / beta) = -9.72 / -9.72 eV
LUMO level (alpha / beta) = -4.5 / -4.5 eV

***

# C23H37FIrN3O4PSi

A molecular structure, C23H37FIrN3O4PSi (ωB97M-V with the def2-TZVPD basis set, the Open Molecules 2025 dataset).

Structure (XYZ):
```
71
Properties=species:S:1:pos:R:3:forces:R:3
Ir 0.1131 0.7175 0.0048 0.8 0.2 -0.5
O -3.2575 5.7133 -0.2396 0.0 0.0 0.0
C -1.9586 5.9603 -0.3139 -0.1 0.0 0.0
O -1.5005 7.0623 -0.3432 0.0 0.0 0.0
C -1.0004 4.7965 -0.3700 -0.1 -0.1 0.0
C 0.3559 5.0131 -0.5571 0.1 0.0 0.0
N 0.9604 3.8286 -0.5563 0.0 -0.1 0.0
N 0.1090 2.8081 -0.3790 -0.3 0.2 0.2
C -1.1096 3.4134 -0.2745 0.1 -0.1 -0.1
C -2.3142 2.5603 -0.1709 0.1 -0.2 0.0
O -3.4596 2.9034 -0.1487 0.1 0.1 0.0
O -1.9366 1.2714 -0.1478 -0.5 0.1 0.2
H -3.4746 4.7652 -0.2142 0.0 0.0 0.0
H 0.8872 5.9425 -0.6942 0.0 0.0 0.0
H 1.9347 3.6395 -0.7335 0.0 0.0 0.0
C -2.9678 -0.4435 1.7504 -0.1 -0.1 -0.3
Si -2.6053 -0.3373 -0.1256 0.8 -0.2 0.1
C -2.6413 -0.5553 -2.0298 -0.1 0.0 0.3
C -4.7440 -0.8251 -0.2723 -0.7 -0.1 -0.1
N -0.7516 -0.9180 0.1268 -0.7 -0.6 -0.1
C -0.7059 -2.3030 0.3219 0.4 0.1 0.1
C -1.7560 -3.1428 -0.1204 0.0 0.2 -0.2
C -1.7384 -4.5029 0.0619 0.2 -0.1 0.1
C -0.6698 -5.0945 0.7400 -0.1 -0.1 0.0
C 0.3402 -4.3116 1.2647 0.0 0.1 0.0
C 0.2970 -2.9495 1.0594 0.0 0.2 0.3
F 1.1789 -2.1926 1.7136 0.0 0.0 -0.1
H -3.8547 0.1410 1.9920 0.1 0.0 0.1
H -2.0846 -0.0239 2.2350 0.0 0.0 0.1
H -3.1195 -1.4743 2.0680 0.0 0.0 0.0
H -3.4721 0.0097 -2.4518 0.1 0.1 0.0
H -2.7307 -1.5918 -2.3428 0.0 0.0 -0.1
H -1.6888 -0.1459 -2.3720 0.0 0.0 -0.1
H -5.0946 0.2078 -0.3001 0.1 0.0 0.0
H -5.0107 -1.3624 0.6296 0.1 0.0 0.0
H -4.8880 -1.3697 -1.1981 0.1 0.0 0.0
H -2.5973 -2.7312 -0.6615 0.0 0.0 0.0
H -2.5452 -5.1157 -0.3141 0.0 0.0 0.0
H -0.6505 -6.1659 0.8875 0.0 0.0 0.0
H 1.1421 -4.7284 1.8589 0.0 0.0 0.0
C 4.7236 -1.3900 -0.1777 0.0 0.0 0.0
C 3.2006 -1.2800 -0.3674 -0.3 0.0 -0.1
C 2.7561 -1.7807 -1.7455 0.0 -0.1 0.0
P 2.4348 0.3590 -0.0026 0.2 0.1 0.2
C 3.1112 0.9214 1.6258 0.0 -0.1 0.0
C 3.1060 -0.2016 2.6658 0.0 0.1 0.0
C 2.3471 2.1280 2.1775 0.0 0.0 -0.1
C 3.1920 1.5664 -1.2003 -0.2 0.0 -0.1
C 4.6787 1.3882 -1.5161 0.0 0.0 0.0
C 2.4208 1.6993 -2.5230 0.0 0.0 0.1
H 4.9534 -2.4087 0.1359 0.0 0.0 0.0
H 5.1249 -0.7222 0.5828 0.0 0.0 0.0
H 5.2677 -1.2122 -1.1011 0.0 0.0 0.0
H 2.7708 -1.9279 0.3878 -0.2 0.0 0.0
H 3.2466 -1.2321 -2.5502 0.0 0.0 0.0
H 1.6771 -1.6993 -1.8904 0.0 0.0 0.0
H 3.0319 -2.8297 -1.8632 0.0 0.0 0.0
H 4.1391 1.2388 1.4238 0.0 -0.1 0.0
H 2.0918 -0.5577 2.8429 0.1 0.1 0.1
H 3.4845 0.1865 3.6116 0.0 0.0 0.0
H 3.7279 -1.0492 2.3866 0.0 0.0 0.0
H 1.2898 1.8922 2.3312 0.0 0.0 0.0
H 2.4175 3.0108 1.5409 0.0 0.0 0.0
H 2.7610 2.4041 3.1475 0.0 0.0 0.0
H 3.1573 2.4897 -0.6118 -0.1 0.1 0.0
H 4.8441 0.5195 -2.1490 0.0 0.0 0.0
H 5.3062 1.3048 -0.6309 0.0 0.0 0.0
H 5.0133 2.2633 -2.0752 0.0 0.0 0.0
H 2.6224 0.8386 -3.1595 0.0 0.0 0.0
H 2.7619 2.5829 -3.0665 0.0 0.0 0.0
H 1.3390 1.7650 -2.4060 0.0 0.0 0.0
```
Forces are in eV/Å.

Calculated values
DFT total energy = -2198.31580 a.u.
Energy above the lowest of the compared OMol25 structures with the same formula, charge and spin = 193.0 kJ/mol
2S+1 = 2
Molar mass = 689.8 g mol⁻¹
⟨S²⟩ = 0.7570
Charge = +2
HOMO level (alpha / beta) = -15.07 / -15.13 eV
LUMO level (alpha / beta) = -8.4 / -8.4 eV